{
  "formula": "C30H47FNO9PS",
  "method": "ωB97M-V/def2-TZVPD",
  "smiles": "CCC[C@@H]1[C@@H](Cc2ccccc2C)[C@@H](C[C@H](C)F)S(=O)(=O)O[C@H]1[PH2]=N.O=C1CCCO1.O=C1CCCO1.O=C1CCCO1",
  "total_charge": 0,
  "gap_ev": 9.163,
  "lumo_ev": 0.60,
  "symbols": ["C", "H", "H", "H", "H", "H", "H", "H", "C", "C", "H", "H", "C", "H", "H", "F", "O", "H", "H", "H", "C", "C", "H", "H", "C", "O", "H", "C", "O", "H", "C", "H", "C", "O", "C", "H", "C", "H", "H", "P", "H", "H", "H", "H", "C", "C", "H", "H", "H", "O", "H", "H", "O", "C", "C", "N", "C", "H", "H", "O", "H", "H", "H", "H", "C", "H", "O", "C", "H", "C", "H", "C", "C", "H", "S", "C", "C", "C", "H", "H", "C", "C", "H", "C", "C", "O", "H", "C", "H", "H"],
  "xyz": [[6.2968, 0.9322, -1.7459], [-1.4575, -3.0653, 3.1518], [-5.4397, -2.9487, -0.5754], [8.2365, 1.4701, -0.8833], [1.0953, -0.9870, -0.0221], [6.9191, -1.1172, 5.0020], [6.4352, 0.0633, 7.1146], [3.2931, -1.9102, -2.7783], [-1.7684, -3.1099, 2.1088], [-9.2701, 1.1996, -3.8449], [0.4579, 0.6285, -2.2390], [-2.2044, -0.5711, 1.5403], [-1.5185, -0.5089, -1.1976], [2.8517, -1.8550, -1.0858], [-0.7825, -5.0076, 1.8418], [-3.0856, -2.6368, 2.0550], [-7.0198, 0.7826, -2.9837], [-8.9450, 2.0248, -4.4715], [-1.0618, 1.0880, 0.1899], [3.7785, 0.2016, 0.4237], [-3.6213, -1.8546, -0.8869], [1.3478, 0.8263, 1.0379], [0.7637, 1.7444, 1.1601], [8.2149, -0.0507, -1.7760], [5.7776, 0.2568, 6.2703], [5.9167, 0.8180, -3.1297], [2.4951, 0.3058, -3.1928], [6.9090, 1.2709, -3.9315], [-0.8125, 1.2322, 3.0173], [-10.4560, 2.5910, -2.7027], [-4.9821, -1.9726, -0.6686], [-2.2817, 1.9774, -1.5307], [-8.1992, 0.8618, -2.8233], [-8.7833, 0.6164, -1.6214], [-3.2499, 1.9427, -1.0315], [3.5062, 1.3673, 2.3070], [-3.8063, 0.5460, -0.9056], [-11.4397, 1.3249, -3.4355], [-3.9337, 2.5731, -1.6000], [3.1203, 1.3171, 0.9681], [4.7512, 0.2747, 6.6381], [8.1187, 2.7469, -2.9893], [-1.3650, 0.1382, -2.0613], [2.6268, 3.1672, -0.1092], [8.1074, 1.6600, -3.0836], [7.8204, 0.9663, -1.7529], [-2.0048, -4.6570, 0.6082], [0.1571, -2.4237, 1.6085], [3.4248, 0.4498, -1.7480], [-0.2732, -1.0474, 3.7939], [-5.7747, 1.3132, -0.6113], [-1.1272, -1.4855, -1.4899], [5.6126, 1.3843, 4.2119], [-1.7620, -4.5591, 1.6681], [-3.0163, -0.6054, -0.9996], [3.4329, 2.6828, 0.2597], [0.7863, 0.0523, -0.1631], [5.8567, 1.8459, -1.3395], [-10.5966, -0.3355, -1.8448], [6.7898, 1.3471, -5.1176], [1.4870, 1.6972, -1.3385], [5.2241, -1.6019, 5.2306], [-10.6139, 1.1111, -0.8204], [-0.8769, -2.6158, 0.2181], [-0.7622, 0.0504, 0.0132], [5.8963, 0.0788, -1.2019], [5.2234, -0.3137, 2.8229], [6.0920, 1.5667, 5.5565], [1.5765, -1.9488, -2.2850], [1.2536, 0.6405, -1.5018], [-9.4387, 0.3175, -4.4646], [-10.4783, 1.5343, -2.9718], [-10.2143, 0.6817, -1.7356], [-3.1231, 2.4029, -0.0475], [-0.3066, -0.0801, 2.7398], [5.8976, -0.7557, 5.1315], [5.5307, 0.0701, 3.9146], [2.5046, 0.0135, -2.1395], [7.1640, 1.7693, 5.5116], [-2.5011, -5.1245, 2.2361], [-5.1738, 0.4173, -0.6933], [2.5566, -1.5112, -2.0821], [9.0267, 1.3279, -3.5573], [-5.7586, -0.8322, -0.5576], [-0.8580, -2.2455, 1.2420], [1.2006, 0.0160, 2.2323], [-3.0037, -2.7411, -0.9689], [-1.1521, -0.7330, 1.3014], [5.5888, 2.4280, 5.9875], [-6.8228, -0.9018, -0.3758]],
  "forces_ev_per_a": [[0.0, 0.1, 0.2], [-0.1, 0.3, 0.0], [0.0, 0.0, 0.0], [0.0, 0.0, 0.0], [0.3, 0.0, -0.3], [0.0, 0.0, 0.0], [0.1, 0.0, 0.0], [-0.1, 0.0, -0.1], [0.1, -0.4, 0.0], [-0.2, 0.2, 0.2], [-0.1, -0.2, 0.0], [0.0, 0.0, -0.1], [-0.4, 0.1, -0.2], [0.0, 0.0, 0.0], [0.0, 0.1, 0.0], [0.1, 0.0, 0.0], [-0.1, 0.1, -0.1], [0.1, -0.1, -0.1], [-0.1, 0.0, -0.2], [0.0, -0.2, 0.3], [0.1, 0.2, -0.1], [0.1, -0.4, -0.2], [0.2, 0.2, 0.1], [0.0, 0.0, 0.0], [0.0, -0.1, -0.1], [0.0, -0.1, 0.0], [0.0, 0.1, 0.0], [0.0, 0.2, 0.0], [0.2, 0.0, -0.3], [0.0, 0.0, 0.0], [-0.1, 0.0, 0.0], [0.0, 0.0, 0.0], [0.0, -0.1, -0.2], [0.0, 0.0, 0.1], [0.1, 0.0, 0.0], [-0.1, -0.5, 0.1], [-0.1, 0.2, 0.0], [0.0, -0.1, 0.0], [0.0, 0.0, 0.0], [0.0, 1.3, -0.2], [0.0, 0.0, 0.0], [0.0, 0.0, 0.0], [0.2, 0.0, 0.1], [0.1, 0.1, -0.1], [0.0, -0.3, 0.2], [0.1, 0.1, -0.1], [0.0, 0.1, 0.0], [0.0, -0.1, -0.1], [-0.1, 0.0, 0.1], [0.1, 0.1, -0.2], [-0.1, 0.0, -0.1], [0.1, 0.0, 0.1], [0.0, 0.1, 0.0], [-0.1, 0.0, -0.1], [0.1, -0.1, 0.2], [-0.1, -0.4, -0.1], [-0.6, 0.0, 0.2], [0.0, 0.0, 0.0], [0.0, 0.0, 0.0], [0.0, -0.1, -0.1], [-0.2, 0.0, -0.1], [0.1, -0.1, -0.1], [0.1, 0.0, 0.0], [-0.2, 0.2, -0.1], [0.3, -0.1, 0.4], [-0.1, 0.0, -0.1], [0.0, -0.1, 0.0], [0.0, 0.0, 0.1], [0.0, 0.0, -0.2], [0.4, 0.3, 0.2], [0.0, 0.0, 0.0], [0.1, 0.0, -0.1], [-0.1, 0.0, 0.0], [0.0, 0.0, 0.0], [-0.6, 0.0, 0.5], [-0.2, 0.2, 0.2], [0.1, -0.1, -0.1], [-0.1, -0.2, -0.4], [0.0, 0.0, 0.0], [0.0, 0.0, 0.0], [0.2, -0.3, 0.3], [0.1, 0.1, 0.5], [0.0, 0.1, -0.1], [0.0, 0.1, 0.0], [0.2, 0.0, 0.3], [-0.1, 0.1, -0.1], [0.0, -0.1, 0.0], [0.3, -0.4, 0.0], [0.0, 0.0, -0.1], [0.0, 0.0, -0.1]]
}

{
  "formula": "C30H47FP2Sn",
  "method": "ωB97M-V/def2-TZVPD",
  "total_charge": 2,
  "gap_ev": [5.958, 5.435],
  "lumo_ev": [-7.25, -7.36],
  "symbols": ["C", "C", "C", "H", "H", "H", "H", "C", "H", "H", "H", "H", "H", "C", "H", "C", "H", "H", "H", "C", "H", "H", "C", "C", "C", "C", "C", "C", "C", "P", "H", "H", "C", "C", "H", "C", "H", "C", "C", "C", "H", "H", "C", "H", "H", "H", "H", "C", "F", "H", "C", "H", "Sn", "H", "P", "H", "H", "H", "H", "H", "H", "H", "H", "H", "H", "C", "C", "C", "C", "H", "H", "C", "H", "H", "H", "H", "H", "C", "H", "H", "C"],
  "xyz": [[-1.0927, -1.1695, -7.9277], [-2.9057, 4.0648, 1.9199], [-0.0235, 2.3982, -6.9594], [-1.5910, -1.4918, -8.8594], [0.2126, 1.1572, 3.2951], [-1.6785, -3.2988, -0.5345], [-2.7676, -2.1854, 0.3221], [-1.9129, -2.8697, 0.4480], [1.5853, -4.1001, -0.0547], [1.9185, 0.7712, 3.0171], [1.7871, 3.5201, 0.2351], [0.3750, -3.4533, -1.1880], [-1.9042, 2.9020, -7.8584], [-1.3021, 1.9875, -7.7262], [-2.0065, 0.2730, 3.0667], [-1.9920, -0.8042, 2.8464], [1.6413, 1.5406, -5.8110], [1.0105, -0.0895, 4.2895], [-1.5283, -1.5455, -4.3983], [-1.2521, -1.5326, -3.3288], [3.7183, 0.2769, -1.3474], [0.3127, 3.1177, 1.6412], [0.6451, 2.3465, -2.6364], [-2.1613, 0.9657, -7.0347], [2.9941, 0.6069, -2.1107], [-2.8071, 1.9343, 0.8505], [0.6397, -2.3169, 0.6225], [-0.7335, -2.1828, 1.0311], [-3.0567, 0.6598, -2.4361], [-1.3259, 0.1442, -2.6322], [-3.5388, 0.6794, -3.4269], [0.5157, 3.1378, -7.5766], [2.8948, -1.2168, 1.3200], [-3.5757, 3.0008, 1.3341], [-2.0007, -1.3538, 3.8047], [2.5360, 2.8726, -0.2546], [0.3261, 0.8595, -4.2329], [-1.4081, 1.9563, 0.9310], [-2.0549, -0.3695, -7.0969], [-1.5194, 4.1151, 2.0634], [-2.2444, -3.6852, 1.1114], [-3.0078, 1.3818, -6.4670], [-0.7774, 3.0379, 1.5513], [-0.8517, -2.1007, -7.3908], [-2.9181, -1.0357, 2.3007], [-4.6688, 2.9869, 1.2572], [3.1730, -0.1611, 1.4548], [0.9426, 0.3337, 3.2736], [-3.6435, 5.0989, 2.4346], [1.8490, -0.5673, -6.8420], [1.4304, -1.4282, 1.4241], [3.2816, -1.5400, 0.3457], [-0.2556, 0.3627, -0.2799], [-3.6168, -0.0428, -1.7928], [1.7332, 1.6519, -1.3445], [-1.9466, -2.1867, -2.7702], [-0.2355, -1.9486, -3.2199], [2.5261, -0.2858, -2.5510], [-0.0007, 0.3057, -9.0747], [3.2290, 3.5070, -0.8380], [-1.0181, 1.6715, -8.7364], [3.1147, 2.3630, 0.5410], [-3.3460, 1.1042, 0.3744], [-3.1306, 1.6549, -1.9712], [1.3238, 2.8888, -3.3100], [0.5516, -0.7267, 2.3133], [0.2242, -0.4620, -8.3262], [1.1600, -3.1732, -0.4725], [-0.2764, 1.3932, -3.4813], [0.8455, -1.2109, -8.8456], [1.9610, -2.6747, -1.0410], [1.0340, 0.0867, -7.1837], [-0.9940, 2.0223, -4.0350], [-1.0253, 4.9532, 2.5502], [3.4111, -1.7971, 2.1007], [0.0185, 3.0968, -2.1305], [-2.8171, -0.9699, -6.5817], [-0.7843, -1.2070, 2.0849], [3.5238, 1.1622, -2.9013], [-0.3082, 2.9378, -6.0411], [0.9141, 1.2856, -6.5935]],
  "forces_ev_per_a": [[0.4, -0.1, 0.0], [-0.4, 1.0, 0.8], [-0.3, 0.1, -0.1], [0.1, 0.1, 0.3], [0.1, -0.3, 0.1], [-0.1, 0.0, 0.2], [0.2, -0.2, 0.1], [-0.4, -0.5, 0.0], [-0.1, 0.2, -0.2], [-0.2, -0.2, 0.2], [0.3, -0.3, -0.4], [0.2, 0.0, 0.3], [0.2, -0.3, 0.0], [0.0, 0.6, -0.3], [0.1, -0.3, 0.1], [-0.2, 0.1, 0.2], [-0.1, -0.1, -0.3], [0.0, 0.3, -0.2], [0.1, 0.1, 0.4], [0.1, -0.2, -0.3], [-0.3, 0.2, -0.3], [-0.5, -0.3, 0.0], [0.0, 0.5, -0.3], [-0.3, -0.4, 0.3], [0.2, -0.1, -0.1], [-0.3, 0.1, -0.3], [-0.1, 0.4, -0.1], [-0.6, 2.0, 1.3], [-0.4, 0.1, -0.6], [0.1, 0.3, 1.2], [0.0, 0.1, 0.3], [-0.1, -0.2, 0.2], [0.5, -0.1, 0.1], [0.2, -0.3, -0.1], [-0.2, 0.2, -0.3], [0.2, 0.6, -0.2], [-0.3, 0.1, 0.1], [0.4, -0.6, -1.0], [-0.4, 0.4, -0.1], [-0.2, -0.7, -0.3], [0.0, 0.2, -0.4], [0.4, -0.2, -0.1], [0.2, 0.6, 0.0], [0.0, 0.2, -0.1], [0.3, -0.1, 0.2], [0.5, 0.1, 0.1], [-0.1, -0.3, 0.1], [0.1, 0.2, 0.3], [0.8, -1.1, -0.7], [-0.4, 0.3, 0.0], [-1.2, 1.7, 1.3], [0.0, 0.0, 0.2], [-0.3, -0.2, 1.6], [0.4, 0.1, -0.3], [-0.6, -0.8, 0.7], [0.2, 0.4, -0.2], [-0.4, 0.3, -0.1], [0.1, 0.3, 0.1], [0.3, -0.3, 0.2], [-0.3, -0.2, 0.3], [-0.3, 0.2, 0.4], [-0.4, 0.0, -0.5], [0.3, 0.3, 0.3], [0.2, -0.3, -0.3], [-0.5, 0.0, -0.2], [1.9, -1.1, -1.3], [0.0, -0.4, -0.5], [0.0, -0.1, -0.2], [0.1, 0.1, -0.4], [-0.2, 0.3, 0.2], [-0.1, -0.2, 0.3], [0.2, 0.3, 0.4], [0.5, -0.1, 0.0], [-0.2, -0.1, -0.1], [0.1, 0.2, -0.3], [0.2, -0.1, -0.1], [0.2, 0.3, -0.1], [-0.4, -1.9, -1.5], [-0.1, -0.2, 0.3], [0.0, -0.1, -0.2], [0.3, -0.4, -0.3]]
}

{
  "formula": "C30H48As2ClFeN2Si2",
  "method": "ωB97M-V/def2-TZVPD",
  "total_charge": -1,
  "gap_ev": [5.810, 5.899],
  "lumo_ev": [2.58, 2.57],
  "spin_multiplicity": 5,
  "symbols": ["H", "N", "C", "H", "H", "H", "H", "H", "H", "H", "H", "C", "C", "C", "H", "C", "C", "H", "H", "C", "N", "Cl", "H", "H", "H", "C", "H", "C", "H", "H", "C", "H", "H", "H", "H", "H", "H", "C", "H", "C", "C", "As", "C", "C", "C", "H", "H", "C", "Si", "H", "C", "C", "Si", "H", "H", "C", "H", "C", "C", "C", "H", "C", "C", "H", "As", "H", "H", "Fe", "H", "H", "C", "H", "H", "H", "H", "H", "H", "H", "C", "H", "C", "H", "H", "C", "C", "H"],
  "xyz": [[1.5016, 1.2127, -1.3510], [-1.8204, 5.2240, 0.4725], [4.1787, 2.6795, -1.4292], [-4.8871, -0.4063, -0.3009], [-2.5038, -2.8994, 4.3392], [-1.3773, -0.2042, 3.3508], [-2.9767, -3.5151, 1.8314], [1.4384, -1.8209, -3.4856], [-4.3661, 1.7043, 1.4831], [-3.7779, -0.8575, -1.6019], [-1.5277, 3.7575, -2.3416], [-1.7121, -1.2295, 3.1880], [4.2959, 1.2756, -1.0823], [3.3068, 3.4903, -0.8203], [3.3550, -0.8289, 1.3441], [0.7813, 1.4604, -0.5597], [2.7120, -2.7659, -1.9264], [-1.5141, -0.4123, -4.5875], [-0.0985, -4.5946, 1.9366], [-3.8251, 2.4088, -1.5060], [1.3264, 0.8609, 0.6735], [5.4047, 0.3380, -2.0745], [-3.3731, -1.2542, 0.0625], [-2.9394, -1.3189, 4.9716], [-1.9338, 1.0871, -5.4258], [3.5260, -0.7085, 0.2711], [-2.9894, 2.8118, 1.5003], [-1.0556, 4.3530, 0.6065], [4.8348, 3.0512, -2.2067], [0.7283, -2.4958, 4.4795], [-1.1202, 3.3996, -3.2858], [-0.7919, 2.6187, 2.6974], [1.4863, 0.3861, -3.6943], [-0.2055, 3.9661, -3.4791], [1.7047, 2.1202, -3.4729], [2.6604, -2.8182, 2.1057], [1.5280, -1.1547, 3.6608], [-3.8311, -0.4924, -0.5732], [-2.8954, 0.5429, -4.0488], [2.2807, -3.0984, 3.0899], [-0.1792, 2.4037, 1.8283], [-0.2599, -2.0836, 2.1518], [0.5200, 1.2371, 1.8186], [3.5972, 0.6824, -0.0923], [-0.1415, 3.3171, 0.7509], [3.7054, -2.4661, -2.2223], [-3.6762, 2.2421, -2.5723], [-3.2766, 1.7714, 1.3686], [-0.7149, 1.5517, -3.3044], [-1.0559, -4.2070, 3.3503], [0.4362, -2.9119, -1.8241], [0.9756, -3.6295, -0.7356], [-2.9629, 1.1733, -0.3774], [1.9443, -4.1355, 3.0309], [-0.6121, -2.7872, -2.0474], [2.6461, 1.5464, 0.7180], [3.0728, -3.9338, -0.0732], [-2.1621, -4.1509, 1.4762], [-0.8979, -3.9492, 2.3003], [1.1526, -2.1712, 3.5264], [2.3847, 3.6756, 1.0925], [1.5163, -2.3788, -2.5661], [1.0556, 1.3614, -3.9164], [2.9887, 1.5459, 1.7551], [-0.8137, 0.5151, -1.1791], [3.2489, 4.5348, -1.1054], [-4.8999, 2.3263, -1.3062], [1.5084, -1.2642, -0.4557], [-1.8328, 3.6481, -4.0769], [0.7701, 3.5512, -1.2075], [-1.8802, 0.6068, -4.4447], [0.6214, 0.5957, 2.6821], [4.3227, -1.3402, -0.1073], [-2.5139, -5.1842, 1.5124], [-1.9868, -3.8961, 0.4279], [1.0783, 1.5032, -5.0020], [-1.3093, -1.9363, 5.2052], [-3.5207, 3.4291, -1.2628], [2.3771, -3.5311, -0.7939], [0.4021, -4.1604, 0.0043], [0.8762, 2.9660, -0.2930], [3.1172, -3.0658, 3.7915], [-2.5589, -1.1591, 2.5015], [2.3578, 3.0064, 0.2309], [-2.1352, -1.8834, 4.4936], [-2.8131, 1.1611, 2.1376]],
  "forces_ev_per_a": [[0.0, 0.0, 0.0], [0.0, -0.1, 0.0], [-0.1, 0.1, 0.1], [0.0, 0.0, 0.0], [0.0, 0.0, 0.0], [0.0, 0.0, 0.0], [0.0, 0.0, 0.0], [0.0, 0.0, 0.0], [0.0, 0.0, 0.1], [0.0, 0.0, 0.0], [0.0, 0.0, 0.0], [0.0, 0.0, -0.1], [0.0, -0.1, 0.1], [0.1, 0.0, -0.1], [0.0, -0.1, 0.0], [0.1, 0.2, -0.2], [0.1, 0.0, -0.2], [0.0, 0.0, 0.0], [0.0, 0.0, 0.0], [-0.1, 0.0, 0.1], [-0.2, 0.1, -0.2], [0.0, 0.0, 0.0], [0.0, 0.0, 0.0], [0.0, 0.0, 0.0], [0.0, 0.0, 0.0], [-0.2, 0.0, -0.1], [0.1, 0.0, 0.0], [0.0, 0.3, -0.1], [0.0, 0.0, 0.0], [0.0, 0.0, 0.0], [0.1, -0.1, -0.1], [0.0, 0.0, 0.0], [0.0, -0.1, 0.0], [0.0, 0.0, 0.0], [0.0, 0.0, 0.0], [0.0, 0.0, 0.0], [0.0, 0.0, 0.0], [0.0, 0.0, 0.0], [0.0, 0.0, 0.0], [0.1, 0.0, 0.0], [0.0, -0.1, 0.0], [0.0, 0.0, 0.0], [0.0, 0.0, 0.1], [0.1, 0.2, -0.1], [0.1, -0.2, 0.1], [0.0, 0.0, 0.0], [0.0, 0.0, 0.0], [-0.1, -0.1, -0.2], [-0.1, 0.0, 0.2], [0.0, 0.0, 0.0], [-0.1, 0.1, 0.1], [-0.1, 0.0, 0.0], [0.1, 0.1, -0.1], [0.0, 0.0, 0.0], [0.0, 0.0, 0.0], [0.1, -0.1, 0.1], [0.0, 0.0, 0.0], [-0.1, 0.0, 0.0], [0.1, 0.0, 0.0], [-0.1, 0.0, 0.0], [0.0, 0.0, 0.0], [0.0, 0.1, -0.1], [-0.1, 0.1, -0.1], [0.0, 0.0, 0.0], [-0.1, 0.0, -0.1], [0.0, 0.0, 0.0], [0.0, 0.0, 0.0], [0.3, -0.3, 0.5], [0.0, 0.0, 0.0], [0.0, 0.0, 0.1], [0.1, 0.1, 0.0], [0.0, 0.0, 0.0], [0.0, 0.0, 0.0], [0.0, 0.0, 0.0], [0.0, 0.0, 0.0], [0.0, 0.0, 0.0], [0.0, 0.0, 0.0], [0.0, 0.0, 0.0], [0.2, -0.2, 0.0], [0.0, 0.0, 0.0], [0.0, 0.0, 0.0], [0.0, 0.0, 0.0], [0.0, 0.0, 0.0], [-0.1, 0.0, 0.0], [0.0, -0.1, 0.0], [0.1, 0.0, 0.0]]
}

no.,electronic energy (Ha)
1,-2742.66384
2,-2167.52923
3,-8055.88861